Formula: C18H44Br3NO5
Source: the Open Molecules 2025 dataset
Level of theory: ωB97M-V with the def2-TZVPD basis set

Computed properties:
**M**: 594.26 g mol⁻¹
**Orbital gap**: 9.418 eV

```
71
Properties=species:S:1:pos:R:3:lowdin_charge:R:1
C 4.586 0.785 0.751 -0.10
O 3.447 1.578 0.450 -0.24
C 3.522 2.871 0.998 -0.29
C 2.126 3.558 1.042 -0.63
Br 1.904 4.493 2.764 0.74
N 1.009 2.702 0.685 -0.09
C 0.314 2.032 1.738 -0.72
Br 1.474 0.901 2.903 0.61
C -0.748 1.066 1.007 -0.68
C -2.135 1.099 1.672 -0.13
Br -0.022 -0.781 0.963 0.60
H 4.245 -0.079 1.342 0.08
H 4.950 0.368 -0.199 0.09
H 5.371 1.324 1.288 0.09
H 4.226 3.481 0.402 0.13
H 3.936 2.864 2.019 0.08
H 2.155 4.370 0.305 0.08
H 1.224 2.088 -0.089 0.12
H -0.297 2.698 2.345 0.06
H -0.771 1.358 -0.045 0.08
H -2.885 1.463 0.958 0.08
H -2.470 0.102 1.965 0.05
H -2.170 1.789 2.522 0.07
C -5.360 1.113 4.888 -0.06
C -6.201 1.031 3.623 -0.50
C -7.411 0.131 3.818 -0.07
O -5.404 0.545 2.543 -0.06
H -4.981 0.125 5.163 0.08
H -4.494 1.757 4.731 0.07
H -5.940 1.506 5.725 0.08
H -6.531 2.031 3.339 0.14
H -7.097 -0.889 4.060 0.08
H -8.000 0.078 2.902 0.08
H -8.050 0.496 4.624 0.08
H -5.102 -0.339 2.774 0.08
C 2.006 -4.770 -1.995 -0.05
C 1.184 -3.722 -2.728 -0.50
C 1.806 -2.340 -2.600 -0.07
O -0.147 -3.700 -2.212 -0.06
H 2.060 -4.542 -0.926 0.08
H 1.543 -5.753 -2.090 0.06
H 3.022 -4.824 -2.389 0.08
H 1.105 -3.992 -3.783 0.13
H 1.850 -2.035 -1.551 0.06
H 1.202 -1.599 -3.124 0.08
H 2.818 -2.320 -3.011 0.08
H -0.099 -3.459 -1.282 0.07
C -0.883 -9.231 -3.503 -0.06
C 0.188 -8.201 -3.826 -0.50
C 0.072 -7.706 -5.259 -0.06
O 1.482 -8.766 -3.614 -0.06
H -0.782 -10.107 -4.151 0.08
H -0.782 -9.579 -2.475 0.08
H -1.884 -8.816 -3.634 0.08
H 0.100 -7.356 -3.141 0.12
H 0.204 -8.533 -5.964 0.08
H 0.851 -6.973 -5.474 0.08
H -0.900 -7.246 -5.442 0.08
H 1.578 -9.513 -4.211 0.08
C 0.699 8.022 0.094 -0.06
C 2.081 7.403 0.238 -0.51
C 3.071 8.387 0.841 -0.06
O 2.550 6.960 -1.038 -0.06
H 0.732 8.889 -0.574 0.08
H 0.003 7.306 -0.344 0.08
H 0.307 8.344 1.060 0.08
H 2.019 6.516 0.867 0.06
H 3.183 9.265 0.198 0.08
H 4.057 7.928 0.933 0.08
H 2.747 8.719 1.829 0.08
H 2.613 7.729 -1.613 0.08
```